Computed, not measured: a single C5H10N2 molecule, with ωB97M-V with the def2-TZVPD basis set.

Properties
- Orbital gap (spin up / spin down): 7.48 / 7.52 eV
- Total energy: -8324.597 eV
- ΔE to the lowest compared entry with this formula, charge and spin: 2.7360 eV

```
! wB97M-V def2-TZVPD RIJCOSX def2/J DEFGRID3
* xyz 0 1
C -0.778 1.187 -0.340
C -0.763 -0.785 -1.649
C -0.150 2.061 0.694
C 1.433 -1.556 0.081
N -0.468 -0.089 -0.547
C 0.207 -0.822 0.500
N -0.197 -0.871 1.686
H -1.346 1.663 -1.119
H -1.039 -0.343 1.894
H -1.345 -0.297 -2.403
H -0.790 -1.854 -1.594
H 0.346 2.907 0.221
H 0.583 1.524 1.289
H -0.902 2.475 1.370
H 1.873 -2.041 0.949
H 1.190 -2.303 -0.673
H 2.146 -0.854 -0.358
*
```


Computed, not measured: 2 unconnected molecules or ions with the total composition C5H2IN in a non-equilibrium geometry, with ωB97M-V with the def2-TZVPD basis set.

Properties
- Orbital gap: 9.99 eV
- Total energy: -14802.644 eV
- ΔE to the lowest compared entry with this formula, charge and spin: 0.5145 eV

```
! wB97M-V def2-TZVPD RIJCOSX def2/J DEFGRID3
* xyz 0 1
C -1.053 -1.085 0.237
C -2.314 -1.365 -0.307
C -0.060 -0.740 0.837
C 2.128 0.850 -0.014
C 1.178 1.488 -0.437
N -3.278 -1.734 -0.761
I -0.329 2.334 -1.482
H 0.677 -0.328 1.430
H 3.051 0.581 0.499
*
```


Computed, not measured: a molecular structure, C11H7ClCrN6O6S2, with ωB97M-V with the def2-TZVPD basis set.

Properties
- Orbital gap (spin up / spin down): 6.76 / 6.86 eV
- Total energy: -95358.921 eV
- ΔE to the lowest compared entry with this formula, charge and spin: 0.0000 eV

```
! wB97M-V def2-TZVPD RIJCOSX def2/J DEFGRID3
* xyz -1 4
Cr 0.108 -0.091 0.429
N -1.490 -3.560 -1.128
C -2.382 -3.549 -0.074
C -2.094 -2.440 0.658
N -1.044 -1.786 0.074
C -0.703 -2.475 -0.989
C 0.405 -1.981 -1.773
N 0.965 -0.846 -1.412
C 2.019 -0.642 -2.266
C 2.080 -1.672 -3.151
N 1.039 -2.522 -2.829
H -1.432 -4.260 -1.844
H -3.126 -4.314 0.046
H -2.555 -2.054 1.551
H 2.648 0.222 -2.174
H 2.750 -1.877 -3.964
H 0.839 -3.403 -3.263
O 2.539 3.480 0.324
Cl 2.196 2.192 -0.166
O 3.334 1.318 -0.200
O 1.200 1.618 0.801
O 1.584 2.253 -1.460
S -1.345 0.512 2.181
C -2.387 1.083 0.917
S -1.627 1.157 -0.630
C -3.713 1.411 1.132
C -4.553 1.825 0.064
N -5.243 2.165 -0.795
C -4.300 1.293 2.421
N -4.794 1.186 3.457
O 1.727 -3.117 0.518
C 1.926 -2.266 1.379
O 1.377 -1.115 1.517
H 2.687 -2.458 2.164
*
```


Computed, not measured: a molecular structure, C14H20FN4O7Pt, with ωB97M-V with the def2-TZVPD basis set.

Properties
- Orbital gap: 7.45 eV
- Total energy: -41093.064 eV
- ΔE to the lowest compared entry with this formula, charge and spin: 1.2388 eV

```
! wB97M-V def2-TZVPD RIJCOSX def2/J DEFGRID3
* xyz 1 1
Pt 1.758 1.331 -0.960
C -2.081 2.520 2.377
N -1.035 3.034 1.493
C -1.224 4.368 0.929
C 0.075 2.352 1.250
O 0.976 2.799 0.510
C 0.214 0.977 1.895
O 1.567 0.622 1.774
C 1.897 -0.719 1.591
C 3.036 -0.766 0.580
O 3.265 0.222 -0.171
N 3.786 -1.847 0.506
C 4.924 -1.922 -0.412
C 3.603 -2.989 1.402
H -2.976 3.113 2.215
H -1.797 2.606 3.427
H -2.325 1.487 2.136
H -2.218 4.429 0.489
H -0.473 4.548 0.169
H -1.134 5.122 1.712
H -0.456 0.279 1.378
H -0.076 1.024 2.948
H 1.062 -1.317 1.204
H 2.229 -1.163 2.533
H 4.926 -1.061 -1.069
H 4.842 -2.836 -0.998
H 5.851 -1.943 0.161
H 2.550 -3.177 1.594
H 4.130 -2.838 2.345
H 4.012 -3.867 0.910
F -2.998 -3.444 -4.015
C -2.939 -2.567 -3.021
C -2.551 -1.309 -3.220
N -2.515 -0.387 -2.184
C -1.908 0.910 -2.360
C -0.459 0.892 -1.956
O 0.209 1.991 -2.010
O 0.087 -0.130 -1.478
C -2.787 -0.749 -0.879
O -2.633 0.016 0.059
N -3.237 -2.036 -0.723
C -3.323 -3.045 -1.691
O -3.668 -4.162 -1.412
H -2.270 -0.951 -4.201
H -2.401 1.600 -1.674
H -2.036 1.292 -3.370
H -3.478 -2.307 0.220
*
```